DFT (ωB97M-V with the def2-TZVPD basis set) results for a 29-piece molecular cluster, C29H103N2O29 overall.

```
163
Properties=species:S:1:pos:R:3:forces:R:3
C -4.48080 -0.54143 1.96873 -0.63 0.60 -0.50
C -5.56801 -0.12895 0.88578 0.09 -0.13 0.53
C -5.89522 -1.26514 -0.15271 0.05 0.59 0.12
C -4.63361 -1.89618 -0.85908 -0.18 -0.30 -0.77
C -4.77677 -3.45936 -1.10021 -0.16 -0.26 0.53
C -3.80917 -4.30675 -0.18481 0.62 0.59 0.09
C -2.48830 -4.79882 -0.94515 -1.01 0.21 0.73
C -1.95274 -3.66476 -1.91818 0.64 -1.10 -0.73
C -0.43050 -3.83670 -2.38209 -0.41 0.40 1.19
C 0.49513 -3.93596 -1.08130 -0.74 0.06 -1.18
C 1.83792 -3.09774 -1.21320 -0.31 -1.30 1.13
C 2.10825 -2.39057 0.17167 -0.10 -0.53 0.00
N 2.26305 -0.88625 0.07410 -0.85 -2.09 -0.59
C 1.31620 -0.19978 -0.59392 -0.16 2.29 -0.52
C 1.38689 1.25369 -0.79584 2.13 -0.38 1.17
C 0.35999 2.12577 -1.55167 -0.50 -0.51 1.18
C -1.02723 2.14816 -0.74946 0.32 0.42 -0.41
C 2.57673 1.81974 -0.13309 -1.50 -2.39 -1.10
O 2.87152 3.16595 -0.14169 -1.00 -1.32 0.95
C 2.16711 3.73288 1.02963 -1.01 1.21 0.69
C 1.22371 4.91924 0.65397 -1.04 -0.16 0.33
C 0.38730 5.37888 1.92979 0.91 -0.54 0.07
C 3.43322 0.88045 0.56589 2.19 2.27 0.72
C 4.68304 1.50630 1.31836 -0.80 -1.70 1.37
C 4.68118 0.81451 2.74684 -0.56 -0.25 0.99
C 3.40408 0.91489 3.47807 1.38 -0.91 0.79
C 3.21766 0.30858 4.78227 2.04 -0.01 -1.50
C 4.35261 -0.40135 5.36732 -0.46 1.00 -1.94
C 5.62347 -0.49728 4.64288 -0.62 0.21 0.34
C 6.75239 -1.32650 5.36418 -1.57 -0.08 -0.92
C 5.82134 0.11407 3.31380 -2.68 0.01 1.45
N 3.34439 -0.45326 0.68227 -1.29 2.72 -1.32
H -4.63187 0.10735 2.87184 0.36 -0.51 -0.76
H -4.60649 -1.59776 2.31567 0.28 0.86 -0.47
H -3.46154 -0.34328 1.53767 -0.80 -0.48 0.68
H -6.50691 0.14981 1.44099 0.79 -0.44 -0.72
H -5.23802 0.81262 0.37105 -0.18 -0.79 0.36
H -6.54566 -2.02695 0.37224 0.88 0.74 -0.73
H -6.50647 -0.79453 -0.97422 0.23 -0.58 0.87
H -4.52498 -1.42703 -1.87974 -0.03 -0.22 0.94
H -3.67003 -1.68461 -0.32311 -0.97 -0.19 -0.26
H -5.82971 -3.74616 -0.83751 0.83 0.29 -0.30
H -4.63660 -3.74685 -2.17750 -0.13 0.35 0.97
H -3.45904 -3.61968 0.64342 -0.41 -0.63 -0.70
H -4.33175 -5.15328 0.33339 0.59 0.65 -0.82
H -2.74887 -5.75884 -1.46926 0.43 1.12 0.10
H -1.76885 -5.08593 -0.12967 -0.36 0.39 -0.85
H -2.04466 -2.62870 -1.48303 -0.13 -1.11 -0.29
H -2.56271 -3.74086 -2.86408 0.42 0.46 1.02
H -0.15062 -2.85962 -2.87679 -0.27 -1.16 -0.02
H -0.30362 -4.72947 -3.06148 -0.05 1.24 0.70
H -0.16370 -3.58603 -0.23407 0.93 -0.16 -0.66
H 0.70881 -5.01738 -0.89771 0.04 0.94 0.04
H 2.65783 -3.85764 -1.33419 -0.68 0.99 -0.05
H 1.85856 -2.41995 -2.10021 -0.19 -0.31 0.85
H 3.01503 -2.85345 0.63654 -0.65 1.03 -0.38
H 1.28294 -2.54313 0.92113 0.62 -0.04 -0.95
H 0.44124 -0.74775 -1.01839 1.02 0.19 0.53
H 0.17991 1.75250 -2.59843 0.32 0.51 1.09
H 0.72324 3.18124 -1.53458 0.04 -1.08 -0.40
H -1.72232 1.33660 -1.06803 0.67 0.59 0.38
H -0.89040 2.12441 0.36048 -0.01 -0.12 -0.85
H -1.53015 3.11855 -0.99007 0.41 -1.04 0.19
H 2.89319 4.08196 1.80975 -0.32 -0.49 -0.81
H 1.50900 2.93879 1.48556 0.75 0.72 -0.39
H 1.74581 5.81705 0.24241 -0.16 -0.89 0.26
H 0.46346 4.54876 -0.08268 0.83 0.47 0.37
H -0.34372 4.58433 2.24964 0.64 0.81 -0.44
H -0.15377 6.34055 1.73503 0.55 -0.95 0.21
H 1.12409 5.49774 2.77705 -0.92 0.19 -0.69
H 5.61510 1.23389 0.76985 -0.65 0.54 0.42
H 4.55932 2.59362 1.51603 0.28 -0.82 -0.75
H 2.53790 1.45595 3.02053 0.94 -0.50 0.39
H 2.21307 0.40045 5.25550 1.07 -0.13 -0.17
H 4.19853 -0.88450 6.36523 0.56 0.46 -1.01
H 6.23280 -2.25008 5.74894 0.70 0.80 -0.32
H 7.18017 -0.78443 6.23660 -0.14 -0.32 -0.92
H 7.49948 -1.61980 4.59429 -0.28 0.28 0.99
H 6.78079 0.02587 2.76142 -0.80 0.06 0.58
O 6.33083 2.86842 4.87576 -0.12 0.04 -0.20
H 5.83098 2.17582 4.42080 0.11 0.08 0.17
H 6.44586 3.55426 4.20873 0.07 0.00 0.12
O -8.28748 -2.95258 1.39795 0.07 0.12 0.57
H -9.18755 -3.13367 1.10315 0.14 -0.03 -0.19
H -7.91127 -3.82641 1.54655 -0.10 0.07 0.14
O 0.29261 1.00780 -4.53059 0.22 -0.18 -0.11
H 0.45614 1.62393 -5.25723 -0.12 0.00 0.01
H 1.17117 0.68389 -4.29795 -0.02 0.02 -0.15
O -3.81217 2.76838 -1.28256 -0.01 0.13 -0.09
H -3.83319 3.70334 -1.51960 -0.18 -0.07 0.00
H -3.87011 2.31300 -2.13199 -0.28 0.12 0.03
O 1.61770 -2.53373 6.70254 0.04 0.13 -0.34
H 2.18322 -1.89316 6.25610 0.01 -0.01 0.07
H 1.52987 -3.25374 6.06734 -0.02 -0.07 0.19
O -2.01291 -7.07535 -3.31678 -0.03 -0.02 -0.04
H -1.23132 -6.87943 -2.78735 0.02 -0.05 -0.13
H -1.99791 -6.40269 -4.00650 0.00 -0.08 0.03
O 6.10286 3.02404 -1.23385 -0.12 0.22 -0.01
H 5.56946 3.77082 -1.53300 -0.06 -0.12 -0.04
H 5.48747 2.28375 -1.23632 0.09 0.05 -0.07
O 8.12285 5.70334 -1.10568 -0.31 0.15 -0.06
H 7.59489 6.45118 -1.40632 0.17 0.01 -0.03
H 7.50499 4.96238 -1.10798 0.27 -0.19 0.05
O 1.39450 -3.70127 9.37334 0.16 0.07 -0.05
H 1.50858 -3.09749 8.62628 -0.06 -0.12 0.01
H 2.29143 -3.97051 9.59818 -0.11 -0.01 0.06
O -1.04970 -1.58228 2.37925 0.34 0.01 0.07
H -0.79075 -1.46498 3.30249 -0.04 0.21 -0.06
H -0.21760 -1.53462 1.89657 -0.08 -0.04 0.02
O -6.07398 1.67394 -3.07207 0.23 -0.10 0.15
H -6.31356 1.69875 -2.13541 -0.02 0.04 -0.04
H -5.56073 0.86255 -3.16128 -0.20 -0.05 -0.04
O -3.14247 -2.80997 3.92582 0.41 -0.10 0.25
H -2.88376 -2.70193 4.84861 -0.21 -0.09 0.00
H -2.30763 -2.75786 3.44075 -0.36 -0.06 -0.20
O 0.81739 -6.43267 -3.93349 0.19 0.00 -0.28
H 1.37253 -5.77744 -4.37189 0.01 -0.05 0.09
H 0.76769 -7.15777 -4.56882 -0.08 -0.05 0.14
O -8.90739 -4.34348 -0.80101 0.01 -0.39 -0.66
H -8.81507 -3.73741 -1.55043 -0.20 0.35 0.23
H -7.99939 -4.55307 -0.55736 -0.07 -0.03 -0.06
O 2.74744 6.47653 -2.38239 -0.24 -0.19 0.00
H 2.98801 7.19066 -1.77176 -0.03 -0.14 -0.10
H 2.50486 5.74539 -1.80306 0.13 0.04 -0.01
O 0.24859 -0.77438 -7.16484 0.20 -0.09 0.20
H 0.01043 -0.75726 -6.22900 -0.09 0.18 -0.08
H 0.77498 -1.57680 -7.25876 -0.05 0.07 -0.16
O 9.61962 -0.72009 5.37912 0.32 0.20 0.12
H 10.11710 -0.93007 6.17802 0.00 -0.04 -0.09
H 9.82923 0.20624 5.21098 -0.01 -0.07 -0.02
O -4.21693 -6.95988 1.73718 0.23 -0.04 0.16
H -3.86646 -6.32822 2.37669 -0.11 -0.01 -0.01
H -3.54564 -7.65046 1.69711 -0.13 -0.02 -0.04
O 3.70615 -5.27234 0.13735 0.16 0.04 0.23
H 3.63134 -6.11583 0.59928 -0.06 0.03 -0.09
H 4.60199 -4.97544 0.33755 -0.02 -0.09 -0.07
O -8.14394 1.79801 0.39620 -0.12 0.21 -0.08
H -8.78364 2.42096 0.03209 0.03 -0.07 0.01
H -8.10764 2.02058 1.33320 0.05 -0.08 -0.05
O 4.18726 8.00664 -0.49731 0.23 -0.05 0.28
H 4.46152 8.12930 0.41958 -0.07 0.04 -0.04
H 5.01721 7.97487 -0.98768 -0.13 0.12 -0.09
O -9.97411 -2.11871 -2.48995 -0.04 0.15 -0.17
H -10.55014 -2.28058 -3.24688 0.06 -0.22 0.07
H -10.01510 -1.16429 -2.36193 0.10 -0.09 0.11
O -10.18648 -5.18062 -3.61287 0.15 0.17 0.01
H -9.92179 -5.07408 -2.68929 -0.08 -0.14 0.06
H -9.35764 -5.13301 -4.10155 -0.09 -0.06 0.00
O -0.07985 5.57131 -4.04438 0.01 0.14 0.07
H 0.71418 5.74630 -3.52200 0.04 0.17 -0.08
H -0.03411 6.21822 -4.75972 0.13 -0.17 -0.08
O 1.75510 10.01669 -0.12430 -0.01 -0.24 0.21
H 1.51587 10.09928 0.80578 -0.05 0.11 -0.10
H 2.31595 9.23261 -0.15709 0.07 0.16 -0.15
O -2.21940 7.82093 -3.77288 0.17 0.00 0.07
H -1.82747 8.45498 -3.16207 -0.08 0.01 -0.08
H -1.58673 7.09155 -3.79447 -0.12 -0.08 0.16
O 2.01653 1.30034 -8.93974 -0.15 -0.05 0.10
H 1.44889 0.86045 -8.29343 -0.02 -0.10 -0.07
H 1.51176 1.25999 -9.75943 0.08 0.04 0.04
O 10.91965 4.50644 -1.97450 -0.08 0.07 -0.17
H 10.71445 4.08030 -2.81357 0.08 0.01 0.07
H 10.32664 5.26816 -1.94745 -0.05 -0.15 0.15
```
Positions in Å, forces in eV/Å.

## Properties
orbital gap = 7.3 eV
charge = +1
spin multiplicity = 1
LUMO level = -4.3 eV
HOMO level = -11.6 eV

---

DFT (ωB97M-V with the def2-TZVPD basis set) results for C24H19Br4N7O6Zr as an isolated structure.

```
61
Properties=species:S:1:pos:R:3:forces:R:3
Zr 0.56433 0.52803 -0.07693 -0.24 -0.59 0.40
Br -3.25118 1.40369 -3.50605 0.13 -0.02 0.04
C -3.41835 0.85601 -1.70349 -0.48 -0.01 -0.06
C -4.71982 0.69019 -1.18413 0.12 0.02 -0.05
C -4.90805 0.26352 0.09544 0.17 -0.02 0.05
Br -6.66956 0.05385 0.75303 -0.03 0.00 0.01
C -3.79151 -0.03766 0.92260 -0.22 -0.02 0.03
C -3.87348 -0.52590 2.24750 -0.05 0.01 -0.03
C -2.73529 -0.81737 2.93978 0.14 0.01 -0.04
C -1.48627 -0.61499 2.32064 -0.06 -0.06 0.09
N -1.38070 -0.15874 1.09893 -0.14 0.33 -0.21
C -2.50744 0.14429 0.38619 0.16 -0.13 0.04
C -2.29335 0.62483 -0.94990 0.30 0.02 -0.05
O -1.07464 0.78541 -1.38980 -0.17 -0.02 0.02
H -5.56906 0.90680 -1.81662 0.00 0.00 0.00
H -4.84670 -0.66604 2.69809 0.00 0.00 -0.01
H -2.77090 -1.19266 3.95246 -0.01 0.00 0.00
H -0.55558 -0.81650 2.83556 0.00 0.00 0.01
O 1.33350 3.33198 -2.08466 0.16 0.05 -0.05
C 1.25470 2.98808 -0.92771 -0.02 0.10 0.36
O 2.00317 2.05125 -0.35275 -0.35 -0.11 -0.46
C 0.12463 3.41377 0.05755 0.05 -0.11 -0.03
O -0.22498 4.55229 0.22429 -0.04 0.05 0.00
O -0.34187 2.34051 0.64911 0.14 0.14 -0.26
C -0.32347 -3.88895 -3.77776 0.01 -0.02 -0.01
N -0.68362 -3.29089 -2.50009 0.00 0.06 0.05
C -1.21044 -4.18687 -1.49059 -0.01 -0.04 0.02
C -0.23716 -2.06623 -2.10512 -0.13 0.04 -0.11
N -0.10724 -1.67854 -0.89035 0.32 0.07 0.06
N -0.01324 -1.17877 -3.16282 0.00 -0.11 0.03
C 0.81832 -0.08808 -3.09097 -0.12 0.07 0.14
N 0.74758 0.78872 -4.12351 -0.02 -0.11 0.04
N 1.63318 0.03685 -2.09037 -0.08 0.42 0.07
H -1.20084 -4.03089 -4.41292 0.00 0.00 0.01
H 0.13723 -4.86365 -3.60830 0.02 0.01 0.01
H 0.39829 -3.26658 -4.29834 0.00 0.00 -0.01
H -1.78188 -4.97129 -1.98257 -0.01 0.01 -0.01
H -1.88046 -3.64702 -0.82103 0.00 0.01 -0.01
H -0.41906 -4.65936 -0.89806 0.01 0.00 -0.01
H -0.14103 -2.43300 -0.21585 0.03 -0.01 -0.01
H -0.68232 -1.21608 -3.91418 -0.01 0.06 0.00
H -0.11488 0.79669 -4.64670 0.02 0.03 -0.03
H 1.08099 1.71709 -3.88370 0.00 0.00 -0.03
H 2.24641 0.83735 -2.23049 0.01 -0.01 0.02
Br 4.55152 -1.75556 0.05419 -0.20 0.01 -0.02
C 4.04596 -0.42126 1.29038 0.61 0.00 0.15
C 5.09260 0.29903 1.91848 -0.13 -0.07 -0.06
C 4.81489 1.28280 2.81367 -0.13 -0.04 -0.01
Br 6.24505 2.22647 3.61763 0.00 0.01 0.01
C 3.46887 1.60733 3.13594 0.05 0.18 0.20
C 3.06429 2.63437 4.01754 0.01 -0.02 -0.03
C 1.73272 2.88368 4.20072 -0.04 -0.07 -0.04
C 0.78809 2.10847 3.50016 0.05 0.12 0.05
N 1.12961 1.13197 2.70047 0.04 0.02 -0.30
C 2.44319 0.87683 2.51257 0.13 -0.23 -0.05
C 2.73633 -0.16729 1.57063 -0.48 -0.27 0.04
O 1.70624 -0.80117 0.99166 0.45 0.22 0.04
H 6.11478 0.05722 1.66605 0.01 0.01 0.01
H 3.81557 3.22515 4.52374 -0.01 0.00 0.00
H 1.39408 3.67507 4.85431 0.02 0.00 0.00
H -0.27178 2.32176 3.58650 0.00 -0.01 -0.02
```
Positions in Å, forces in eV/Å.

## Properties
orbital gap = 7.6 eV
spin multiplicity = 1
LUMO level = -0.4 eV
HOMO level = -8.0 eV

---

DFT (ωB97M-V with the def2-TZVPD basis set) results for one molecule with the formula C6H10O.

```
17
Properties=species:S:1:pos:R:3:forces:R:3
O -2.14710 0.16446 0.31521 0.10 -0.04 -0.55
C -1.74353 0.16342 -0.82502 -0.18 -0.04 0.31
C -0.70217 -0.78738 -1.36112 0.02 -0.01 0.03
C 0.26992 -1.31575 -0.30806 0.04 -0.03 0.05
C 1.18495 -0.25537 0.30532 0.12 -0.05 -0.05
C 1.00529 1.21987 0.05227 -0.01 0.17 -0.05
C 0.70571 0.64725 1.40843 -0.04 0.04 0.16
H -2.15768 0.88176 -1.56457 -0.04 -0.06 0.07
H -1.26727 -1.62051 -1.80554 0.07 0.09 0.01
H -0.16567 -0.30339 -2.18674 -0.10 -0.03 0.12
H 0.89640 -2.07469 -0.78948 -0.09 0.08 0.07
H -0.28934 -1.82656 0.48397 0.05 0.09 -0.12
H 2.22207 -0.57515 0.37833 -0.15 0.07 0.04
H 1.88745 1.84424 -0.06547 -0.13 -0.17 0.01
H 0.16001 1.55220 -0.54838 0.20 -0.05 0.11
H 1.37896 0.88596 2.22871 -0.09 -0.09 -0.19
H -0.34215 0.55472 1.68177 0.24 0.04 -0.02
```
Positions in Å, forces in eV/Å.

## Properties
orbital gap = 10.9 eV
spin multiplicity = 1
LUMO level = 1.0 eV
HOMO level = -9.9 eV

---

Which of these has the lowest LUMO level?
C29H103N2O29

---

What is the formula in the first record?
C29H103N2O29

---

LUMO level of number 1 (C29H103N2O29)?
-4.3 eV